No. 1
Entry from OMol25: a structure of composition C26H25Cl2N2O9PReS in a non-equilibrium geometry (ωB97M-V with the def2-TZVPD basis set).

Output
**Total energy**: -96075.23109 eV
**HOMO (spin up / spin down)**: -7.47 / -7.48 eV
**ΔE to the lowest compared entry with this formula, charge and spin**: 0.473 eV
**Orbital gap (spin up / spin down)**: 6.24 / 5.73 eV
**E_LUMO (spin up / spin down)**: -1.23 / -1.75 eV
**Multiplicity**: 4
**Expectation value of S²**: 3.77

Element x y z (Å)
Re1 11.30 8.74 11.24
Cl1 10.98 13.31 10.61
Cl2 14.82 12.68 16.35
S1 8.30 10.31 8.02
P1 12.32 6.97 9.87
O1 9.14 5.03 14.08
O2 6.69 6.91 10.40
O3 13.05 9.11 12.14
O4 10.38 10.12 12.60
O5 6.43 5.23 12.86
O6 11.52 9.95 9.73
O7 10.82 7.36 12.72
O8 9.48 8.27 10.59
O9 12.04 11.35 8.18
N1 7.56 12.81 7.22
N2 9.66 12.36 6.97
C1 12.18 5.27 10.54
C2 14.38 8.50 8.86
C3 8.93 7.34 11.40
C4 14.18 11.63 15.09
C5 15.12 10.88 14.34
C6 9.59 6.87 12.46
C7 8.10 13.91 6.44
C8 15.05 6.58 10.19
C9 8.50 11.85 7.39
C10 8.82 5.78 13.17
C11 16.72 8.06 9.31
C12 7.55 6.73 11.23
C13 14.69 9.99 13.41
C14 11.52 6.77 8.27
C15 10.97 10.60 13.58
C16 13.31 9.89 13.12
C17 6.16 12.53 7.21
C18 7.42 5.78 12.48
C19 14.06 7.35 9.59
C20 16.38 6.91 10.02
C21 12.85 11.48 14.87
C22 12.37 10.63 13.81
C23 12.27 12.09 10.49
C24 9.57 13.79 6.76
C25 15.72 8.87 8.77
C26 11.93 11.10 9.38
H1 10.22 14.11 5.91
H2 12.42 11.62 11.45
H3 12.72 4.57 9.92
H4 5.57 13.40 7.51
H5 7.93 13.77 5.34
H6 11.13 5.01 10.55
H7 12.60 5.22 11.53
H8 16.04 9.75 8.23
H9 15.42 9.46 12.81
H10 10.48 6.55 8.37
H11 5.92 11.74 7.91
H12 7.70 14.86 6.72
H13 17.13 6.31 10.49
H14 11.62 7.69 7.66
H15 5.80 12.20 6.23
H16 10.33 11.19 14.23
H17 13.18 12.65 10.25
H18 10.54 11.94 7.30
H19 14.74 5.73 10.82
H20 12.13 12.04 15.45
H21 12.07 6.00 7.76
H22 17.74 8.37 9.24
H23 9.84 14.37 7.64
H24 13.58 9.10 8.49
H25 16.16 10.96 14.58



No. 2
Entry from OMol25: the molecule C3H5NO2 (ωB97M-V with the def2-TZVPD basis set).

Output
**Total energy**: -8775.95085 eV
**HOMO**: -9.84 eV
**ΔE to the lowest compared entry with this formula, charge and spin**: 1.744 eV
**Orbital gap**: 10.82 eV
**E_LUMO**: 0.98 eV
**Multiplicity**: 1

Element x y z (Å)
O1 0.36 -0.80 -0.72
O2 -0.92 1.50 -0.54
N1 1.54 0.26 0.96
C1 -0.82 -0.82 0.05
C2 1.33 0.04 -0.27
C3 -1.49 0.54 -0.10
H1 -2.56 0.59 0.20
H2 2.31 0.93 1.05
H3 1.86 0.46 -1.12
H4 -1.47 -1.59 -0.38
H5 -0.65 -1.05 1.11



No. 3
Entry from OMol25: a structure of composition C46H45FeN10Se2 in a non-equilibrium geometry (ωB97M-V with the def2-TZVPD basis set).

Output
**Total energy**: -228410.43234 eV
**HOMO (spin up / spin down)**: -8.10 / -8.10 eV
**ΔE to the lowest compared entry with this formula, charge and spin**: 2.299 eV
**Total charge**: +1
**Orbital gap (spin up / spin down)**: 4.90 / 4.90 eV
**E_LUMO (spin up / spin down)**: -3.20 / -3.19 eV
**Multiplicity**: 1

Element x y z (Å)
Se1 0.35 0.48 2.62
Se2 0.30 0.37 -0.53
Fe1 -1.58 -0.59 1.55
N1 2.92 1.51 -0.71
N2 -2.85 1.34 -2.19
N3 -1.98 -1.48 3.42
N4 -3.39 -1.61 1.17
N5 -2.42 0.57 -0.04
N6 -2.55 2.03 1.75
N7 -0.81 -2.25 0.87
N8 -2.41 0.88 2.40
N9 2.68 -0.27 -1.98
N10 3.57 -1.66 5.28
C1 3.60 -0.35 5.06
C2 6.09 0.59 -3.16
C3 -2.92 -2.19 5.93
C4 -2.50 2.98 -0.48
C5 -3.01 -0.89 5.51
C6 1.59 -1.79 3.96
C7 6.25 1.72 -2.35
C8 3.94 0.24 -2.25
C9 -1.40 -4.36 -0.19
C10 -2.63 0.36 -1.30
C11 -0.06 -4.77 -0.11
C12 -2.35 -3.14 5.08
C13 -5.68 -1.86 0.57
C14 1.70 3.59 0.04
C15 -2.47 1.88 0.45
C16 1.83 3.87 -2.51
C17 -1.74 -3.11 0.38
C18 -2.76 0.74 3.64
C19 -2.39 5.31 -1.04
C20 2.58 -2.36 4.74
C21 1.64 -0.42 3.70
C22 -4.09 -3.47 -0.22
C23 -3.10 -2.71 0.44
C24 -1.88 -2.73 3.86
C25 -5.41 -3.01 -0.14
C26 -2.57 -0.55 4.22
C27 -2.64 5.01 -2.37
C28 4.93 -0.16 -3.13
C29 2.68 0.31 4.27
C30 4.09 1.37 -1.44
C31 1.02 -1.45 -3.48
C32 2.72 2.50 0.35
C33 0.86 -3.92 0.46
C34 -4.64 -1.21 1.23
C35 -2.42 -5.11 -0.84
C36 1.37 -0.78 -4.81
C37 2.06 4.51 -1.14
C38 5.26 2.13 -1.48
C39 0.45 -2.65 0.89
C40 -2.80 3.69 -2.77
C41 -2.72 2.68 -1.83
C42 -2.33 4.31 -0.09
C43 2.17 -1.54 -2.47
C44 1.53 0.74 -4.72
C45 2.07 0.52 -1.06
C46 -3.70 -4.67 -0.89
H1 -3.43 -0.11 6.13
H2 5.39 3.01 -0.87
H3 -2.29 -4.18 5.37
H4 1.62 4.19 0.95
H5 -2.14 -6.05 -1.31
H6 -2.99 3.46 -3.81
H7 2.39 1.96 1.24
H8 3.10 4.84 -1.05
H9 6.89 0.31 -3.84
H10 -2.71 5.80 -3.10
H11 4.81 -1.02 -3.77
H12 1.18 -1.94 1.26
H13 0.79 -2.40 3.55
H14 2.27 -1.23 -5.23
H15 -3.28 -2.48 6.91
H16 4.42 0.19 5.53
H17 0.72 1.17 -4.13
H18 7.17 2.28 -2.41
H19 1.82 -2.11 -1.61
H20 -2.14 4.53 0.95
H21 3.70 2.94 0.55
H22 -6.21 -3.57 -0.61
H23 -3.02 1.12 -3.16
H24 0.20 -0.91 -3.02
H25 0.84 3.41 -2.55
H26 0.73 3.14 -0.15
H27 0.55 -1.00 -5.51
H28 -4.84 -0.35 1.86
H29 1.42 5.40 -1.07
H30 -2.27 6.34 -0.73
H31 2.47 1.01 -4.26
H32 1.51 1.18 -5.72
H33 -2.63 -0.66 -1.66
H34 2.58 3.10 -2.72
H35 1.90 4.62 -3.29
H36 -4.46 -5.23 -1.43
H37 3.01 -2.08 -2.91
H38 -1.38 -3.43 3.19
H39 -3.21 1.56 4.18
H40 0.69 -2.48 -3.67
H41 2.59 -3.43 4.93
H42 -6.69 -1.49 0.66
H43 0.24 -5.73 -0.49
H44 1.90 -4.19 0.56
H45 2.75 1.38 4.11



> Which of these has the highest ΔE to the lowest compared entry with this formula, charge and spin?

C46H45FeN10Se2



> What is the total energy in the first record?

-96075.23109 eV